[1]
42
Properties=species:S:1:pos:R:3:lowdin_spin:R:1 method="wB97M-V/def2-TZVPD" multiplicity=4 s_squared=3.76 total_charge=-2 de_lowest_ev=1.081 orbital_gap_ha="0.144 / 0.151" lumo_ha="0.1369 / 0.1369"
V -8.050 1.644 28.072 2.809
C -7.677 -0.629 26.797 0.006
O -6.888 -1.603 26.609 0.002
O -8.607 -0.444 27.680 0.001
O -7.133 0.516 26.478 0.010
Cl -9.751 3.498 25.379 0.002
O -11.117 3.350 24.943 0.000
O -9.585 2.798 26.644 0.019
O -8.796 2.920 24.464 0.001
O -9.444 4.898 25.512 0.000
Cl -4.873 0.362 29.473 0.001
O -4.426 0.399 28.110 0.000
O -5.213 -0.987 29.873 0.001
O -3.843 0.827 30.371 0.000
O -6.038 1.261 29.633 0.012
C -5.751 4.488 25.123 0.002
N -5.631 3.246 25.936 0.009
O -6.321 3.146 26.939 0.005
O -4.991 2.327 25.480 0.025
H -6.797 4.744 24.973 0.000
H -5.130 4.311 24.252 0.000
H -5.298 5.300 25.695 0.000
C -7.737 6.644 30.754 0.000
C -7.021 5.689 31.716 0.000
O -7.294 4.442 31.183 0.002
C -7.902 4.554 29.995 0.006
O -7.988 3.637 29.243 0.023
O -8.341 5.780 29.781 0.002
F -7.584 5.807 32.964 0.000
H -7.042 7.350 30.298 0.000
H -8.545 7.226 31.196 0.000
H -5.981 6.002 31.790 0.000
C -10.639 -0.513 32.162 0.001
C -9.146 -0.503 32.379 0.001
O -8.707 0.000 31.156 0.005
C -9.682 0.755 30.597 0.021
O -9.472 1.548 29.744 0.026
O -10.852 0.560 31.266 0.006
F -8.626 -1.665 32.813 0.000
H -11.229 -0.311 33.055 0.000
H -10.975 -1.456 31.723 0.000
H -8.935 0.265 33.132 0.000

***

[2]
49
Properties=species:S:1:pos:R:3:lowdin_charge:R:1 method="wB97M-V/def2-TZVPD" de_lowest_ev=2.656 orbital_gap_ha=0.309 lumo_ha=0.0238
C -1.384 6.396 -0.057 -0.085
O -0.079 6.189 0.432 -0.084
C 0.460 4.944 0.323 -0.275
C 1.751 4.787 0.818 -0.008
C 2.386 3.559 0.757 -0.020
C 1.745 2.466 0.200 -0.213
O 2.277 1.196 0.094 -0.111
C 3.569 0.977 0.604 -0.085
C 0.443 2.622 -0.304 -0.136
N -0.152 1.489 -0.862 0.144
C -1.433 1.292 -1.275 -0.464
O -2.297 2.141 -1.280 0.076
C -1.664 -0.141 -1.723 -0.074
C -1.633 -1.106 -0.525 -0.184
N -1.440 -2.469 -0.988 -0.161
C -2.081 -3.497 -0.186 -0.138
C -1.321 -3.800 1.116 -0.380
C -1.951 -4.951 1.885 -0.033
O 0.018 -4.162 0.820 -0.080
C 0.702 -3.154 0.098 -0.383
C 2.113 -3.653 -0.178 -0.030
C -0.049 -2.831 -1.206 -0.132
C -0.192 3.853 -0.241 0.059
H -1.444 6.204 -1.133 0.098
H -2.112 5.766 0.462 0.098
H -1.607 7.443 0.137 0.092
H 2.249 5.639 1.251 0.116
H 3.386 3.471 1.151 0.105
H 3.618 1.187 1.677 0.098
H 3.778 -0.078 0.434 0.088
H 4.315 1.583 0.080 0.098
H 0.477 0.697 -0.887 0.131
H -0.891 -0.425 -2.438 0.114
H -2.631 -0.206 -2.221 0.123
H -2.589 -1.045 -0.002 0.131
H -0.852 -0.788 0.183 0.113
H -3.105 -3.193 0.036 0.127
H -2.110 -4.409 -0.791 0.133
H -1.313 -2.890 1.745 0.151
H -2.969 -4.699 2.168 0.081
H -1.961 -5.843 1.265 0.083
H -1.370 -5.158 2.778 0.081
H 0.751 -2.243 0.723 0.144
H 2.683 -2.893 -0.705 0.077
H 2.070 -4.555 -0.783 0.084
H 2.608 -3.890 0.760 0.082
H 0.461 -2.025 -1.736 0.120
H -0.040 -3.722 -1.842 0.135
H -1.191 3.925 -0.634 0.094

***

[3]
66
Properties=species:S:1:pos:R:3:lowdin_charge:R:1 method="wB97M-V/def2-TZVPD" total_charge=+1 de_lowest_ev=0.281 orbital_gap_ha=0.347 lumo_ha=-0.0702
C -0.714 5.742 -0.559 -0.090
C -1.212 4.672 0.404 -0.172
C -1.107 3.317 -0.189 -0.286
N -0.708 3.050 -1.387 0.191
N -0.749 1.701 -1.520 -0.038
C -0.436 1.064 -2.770 -0.100
C 1.064 0.761 -2.932 -0.125
C 1.279 -0.713 -3.283 -0.178
N 0.727 -1.555 -2.238 -0.189
C 0.141 -2.816 -2.635 -0.137
C -0.877 -3.214 -1.551 -0.059
N -0.477 -2.616 -0.253 -0.061
C -1.185 -3.203 0.883 -0.195
C -1.004 -4.535 1.225 -0.015
C -1.678 -5.048 2.322 -0.045
C -2.517 -4.249 3.077 -0.080
C -2.687 -2.917 2.725 -0.648
Cl -3.717 -1.895 3.651 0.715
C -2.025 -2.390 1.625 -0.026
C 0.991 -2.680 -0.094 -0.066
C 1.636 -1.748 -1.125 -0.141
C -1.171 1.118 -0.378 -0.399
O -1.316 -0.087 -0.137 0.014
N -1.429 2.156 0.481 0.075
C -1.852 2.008 1.850 -0.062
C -0.660 1.567 2.722 -0.144
O 0.444 2.399 2.438 -0.041
C 1.505 1.876 1.745 -0.261
C 2.116 2.706 0.807 -0.001
C 3.217 2.263 0.099 -0.073
C 3.725 0.993 0.319 -0.099
C 3.129 0.174 1.263 -0.107
C 2.021 0.605 1.974 -0.022
H -0.796 6.723 -0.098 0.079
H -1.300 5.730 -1.472 0.078
H 0.324 5.563 -0.824 0.071
H -2.257 4.865 0.664 0.126
H -0.631 4.692 1.331 0.117
H -1.002 0.130 -2.795 0.123
H -0.788 1.728 -3.560 0.132
H 1.583 1.003 -2.004 0.096
H 1.495 1.380 -3.717 0.117
H 2.350 -0.907 -3.439 0.128
H 0.760 -0.930 -4.218 0.126
H -0.375 -2.700 -3.588 0.131
H 0.899 -3.607 -2.761 0.133
H -1.872 -2.835 -1.790 0.146
H -0.932 -4.299 -1.452 0.131
H -0.729 -1.582 -0.307 0.118
H -0.349 -5.177 0.658 0.118
H -1.543 -6.083 2.592 0.118
H -3.035 -4.653 3.932 0.115
H -2.163 -1.359 1.344 0.089
H 1.250 -2.371 0.919 0.137
H 1.314 -3.714 -0.234 0.136
H 1.836 -0.773 -0.676 0.095
H 2.601 -2.174 -1.449 0.139
H -2.234 2.969 2.193 0.131
H -2.645 1.258 1.903 0.133
H -0.433 0.517 2.514 0.106
H -0.918 1.676 3.779 0.139
H 1.724 3.698 0.653 0.114
H 3.680 2.914 -0.626 0.113
H 4.588 0.649 -0.229 0.108
H 3.540 -0.805 1.464 0.110
H 1.591 -0.035 2.731 0.116

***

[4]
37
Properties=species:S:1:pos:R:3:lowdin_charge:R:1 method="wB97M-V/def2-TZVPD" total_charge=-1 orbital_gap_ha=0.333 lumo_ha=0.0932
O -2.553 1.795 -3.971 -0.406
S -2.035 2.105 -2.659 0.505
O -2.668 3.161 -1.908 -0.403
F -0.556 2.717 -2.982 -0.296
In -1.640 -0.035 -1.319 0.739
C -1.257 -1.680 -2.711 -0.297
C -2.319 -2.776 -2.794 -0.400
C -2.758 -3.379 -1.467 -0.617
Br -1.498 -4.732 -0.839 0.598
C 0.244 0.322 -0.091 -0.402
F 0.280 1.545 0.561 -0.005
F 1.402 0.294 -0.845 0.016
C 0.428 -0.740 1.012 -0.427
F -0.141 -1.899 0.606 0.076
F -0.226 -0.348 2.118 0.137
C 1.880 -1.063 1.491 -0.335
F 2.509 0.102 1.749 0.142
F 1.782 -1.736 2.650 0.151
C 2.835 -1.912 0.578 -0.534
F 3.741 -2.524 1.357 0.160
F 3.500 -1.146 -0.284 0.171
F 2.175 -2.849 -0.102 0.175
H -2.994 -0.214 -0.245 -0.052
H -1.164 -1.213 -3.698 0.037
H -0.276 -2.111 -2.483 0.035
H -3.214 -2.396 -3.303 0.105
H -1.951 -3.606 -3.412 0.087
H -3.717 -3.889 -1.539 0.050
H -2.814 -2.638 -0.670 0.006
C 1.706 4.188 3.566 -0.690
O 1.853 4.904 4.544 0.004
N 0.861 4.497 2.541 0.157
N 2.377 3.005 3.413 0.155
H 0.739 3.898 1.744 0.086
H 0.320 5.337 2.615 0.101
H 2.996 2.732 4.151 0.098
H 2.233 2.388 2.634 0.073